9
Properties=species:S:1:pos:R:3 method="wB97M-V/def2-TZVPD" lumo_energy_ha=0.1416 charge=-1
S -2.99320 0.50201 2.41079
N 0.81269 0.56989 -0.44298
C 0.73386 -0.80151 -0.86120
H 0.10897 0.86838 0.26471
H 1.74404 0.64228 -0.17006
H -2.61623 1.69895 1.88937
H 0.47132 -1.46570 -0.04004
H -0.02129 -0.88557 -1.70219
H 1.75984 -1.12874 -1.34840